1.
ORCA calculation (ωB97M-V/def2-TZVPD) on a molecular structure, C39H41Br4GaN7O4P2.

CARTESIAN COORDINATES (ANGSTROEM)
Ga 0.15214 0.61708 0.83488
Br 6.27719 1.25745 3.89663
C 4.41639 1.34085 3.64422
C 3.57076 1.62675 4.71499
Br 4.25953 1.93029 6.43725
C 2.19166 1.68997 4.49727
Br 0.97103 2.00499 5.90280
C 1.67818 1.49688 3.23124
O 0.34909 1.50829 2.92254
C 2.51514 1.18867 2.15522
O 1.97386 0.98912 0.95838
C 3.88326 1.11273 2.37390
Br 4.95486 0.70151 0.88233
C -3.15147 0.08737 -4.16158
C -3.17511 0.69577 -2.91286
C -1.99829 0.83882 -2.19439
C -0.78490 0.38737 -2.72129
C -0.77072 -0.21632 -3.97520
C -1.95206 -0.36909 -4.68837
P 0.69869 0.62881 -1.69641
C 1.34644 2.23185 -2.29703
C 2.12036 3.03159 -1.45373
C 2.54820 4.28302 -1.87852
C 2.20729 4.74712 -3.14274
C 1.45510 3.94682 -3.99487
C 1.03140 2.69250 -3.57632
C 1.92665 -0.58481 -2.25580
C 3.25697 -0.21020 -2.41712
C 4.21400 -1.16082 -2.73947
C 3.85129 -2.48823 -2.90230
C 2.52610 -2.86897 -2.74080
C 1.56789 -1.92368 -2.41709
H -4.06957 -0.04605 -4.71637
H -4.11285 1.02401 -2.48434
H -2.02781 1.26154 -1.19602
H 0.15868 -0.58365 -4.39141
H -1.93487 -0.85049 -5.65653
H 2.37095 2.67045 -0.46720
H 3.15290 4.89428 -1.22264
H 2.54302 5.72086 -3.47315
H 1.20936 4.29350 -4.98937
H 0.43598 2.08124 -4.24299
H 3.55470 0.82130 -2.28225
H 5.24513 -0.86096 -2.86409
H 4.59895 -3.22636 -3.15770
H 2.23782 -3.90300 -2.86922
H 0.53748 -2.23170 -2.30665
N -0.93889 3.71559 3.56910
C -0.66841 4.51561 2.37410
P -1.42975 3.66083 0.96145
O -2.81903 3.26937 1.27884
O -0.45824 2.62709 0.37432
C -1.37441 4.94458 -0.38181
N -0.98687 4.22748 -1.63206
H -0.61925 4.18383 4.41073
H -0.14998 2.28651 3.31275
H -1.93873 3.55686 3.65352
H 0.40891 4.58888 2.21179
H -1.08293 5.53030 2.42618
H -0.61299 5.69515 -0.17454
H -2.34265 5.42433 -0.50459
H -0.45339 3.39333 -1.31073
H -0.39296 4.77218 -2.26137
H -1.79825 3.88548 -2.15346
C -1.66600 -0.04526 1.24543
C -2.32745 -1.16590 0.48547
C -3.68023 -1.42605 0.72222
C -4.35484 -2.42043 0.03926
C -3.67962 -3.18630 -0.90950
C -2.33210 -2.94839 -1.15403
C -1.67422 -1.95126 -0.45541
C -4.36992 -4.22007 -1.63411
N -4.92037 -5.04485 -2.21170
H -1.62089 -0.31218 2.30557
H -2.30124 0.84296 1.19253
H -4.21165 -0.82520 1.44938
H -5.40296 -2.60533 0.22919
H -1.80812 -3.54707 -1.88847
H -0.62108 -1.79048 -0.63687
C -1.03014 -5.58384 0.91148
C -0.74099 -5.41648 2.39871
C -1.76330 -4.49693 3.05998
C 0.69013 -4.94510 2.65454
N 0.87437 -3.53583 2.32107
C 0.82607 -2.46379 3.11615
N 0.90296 -1.39124 2.36922
N 1.00370 -1.83931 1.10443
N 0.99215 -3.11754 1.06524
H -2.04504 -5.95183 0.76460
H -0.34374 -6.29347 0.44917
H -0.94190 -4.63051 0.38500
H -0.79461 -6.39912 2.87717
H -1.81045 -3.53125 2.54853
H -1.53807 -4.32232 4.11379
H -2.75692 -4.93894 3.00334
H 1.40606 -5.51398 2.06329
H 0.94958 -5.04400 3.70867
H 0.73786 -2.49462 4.18664

Output
- frontier orbital gap (eV) = 8.0
- net charge = +1
- LUMO energy (hartree) = -0.084
- relative energy (zero: lowest compared OMol25 entry of this formula, charge and spin) (kJ/mol) = 0.0

Atomic partial charges in e from the Löwdin method, atoms 1 to 8: Ga 0.421; Br 0.752; C -0.745; C -0.754; Br 0.747; C -0.625; Br 0.813; C -0.312

2.
ORCA calculation (ωB97M-V/def2-TZVPD) on a molecular structure, C39H41MnN8O3.

CARTESIAN COORDINATES (ANGSTROEM)
Mn 0.30723 0.42774 -1.45473
C -1.62236 1.72120 11.92870
O -0.47092 2.05484 11.18971
C -0.48912 1.76787 9.84909
C 0.66991 2.09092 9.14054
C 0.74664 1.84772 7.78865
C -0.32751 1.27088 7.09725
C -1.46902 0.95066 7.81816
C -1.56264 1.19560 9.18601
C -0.19781 1.03553 5.65858
N 0.89886 1.23517 4.96969
C 0.58439 0.88606 3.67163
C -0.73795 0.46998 3.58459
N -1.22584 0.57504 4.87312
C -1.37098 0.11335 2.37577
C -2.79965 -0.01443 2.17225
C -3.30824 -0.19500 0.95005
C -2.44442 -0.38779 -0.28091
N -1.05125 -0.04350 -0.02626
C -0.57923 0.12922 1.22145
C 0.82946 0.48907 1.30953
N 1.54301 0.43195 0.13373
C 2.62477 1.29615 -0.01268
C 3.32178 1.67034 1.24673
C 2.71779 1.47831 2.42981
C 1.38603 0.93839 2.49638
H -1.41718 2.00626 12.95786
H -1.82897 0.64740 11.88453
H -2.49997 2.26822 11.56991
H 1.49831 2.53592 9.67548
H 1.63767 2.09680 7.22969
H -2.31896 0.49255 7.32730
H -2.47097 0.93116 9.70756
H -2.15920 0.36940 5.17126
H -3.47399 0.09370 3.01749
H -4.38257 -0.25002 0.80738
H -2.82523 0.28764 -1.05916
H 3.32437 0.89931 -0.76222
H 4.31739 2.09081 1.19103
H 3.21552 1.74606 3.35428
C 1.72487 2.40289 -5.41369
C 1.09796 2.64434 -4.07688
N -0.15602 2.77905 -3.86196
O -0.92004 2.61854 -5.03303
C 1.94649 2.78210 -2.87697
C 3.28877 3.42887 -3.00317
N 1.44315 2.30281 -1.81116
O 2.17575 2.61208 -0.67281
H 1.06629 1.81295 -6.04679
H 2.67440 1.88007 -5.29954
H 1.91816 3.34961 -5.92385
H -1.81437 2.75934 -4.70400
H 3.30139 4.15432 -3.81635
H 4.03118 2.65911 -3.23312
H 3.57403 3.90873 -2.07096
C 2.99668 -1.07772 -3.53742
C 1.60270 -1.68488 -3.39131
C 1.57908 -2.54372 -2.12223
C 0.58217 -0.54899 -3.30895
C 1.22744 -2.55438 -4.59507
C 2.04187 -2.71425 -5.71116
C 1.63791 -3.48639 -6.79561
C 0.40588 -4.11446 -6.78690
C -0.42128 -3.96167 -5.67985
C -0.01755 -3.19304 -4.60325
H 3.22784 -0.50443 -2.63849
H 3.05165 -0.39849 -4.39286
H 3.76544 -1.84381 -3.65944
H 1.76437 -1.92780 -1.23632
H 2.35827 -3.30866 -2.17947
H 0.61768 -3.03249 -1.98412
H 0.56304 0.07533 -4.21678
H 3.01079 -2.23589 -5.74672
H 2.29586 -3.59387 -7.64976
H 0.08867 -4.71577 -7.62978
H -1.39221 -4.44204 -5.65503
H -0.68147 -3.05909 -3.75782
C -3.74936 -1.28921 -4.47292
C -2.87633 -1.22341 -3.25946
C -3.11759 -2.00111 -2.12676
C -2.67848 -1.78917 -0.82684
N -0.61772 -0.83104 -2.69778
N -1.78304 -0.37064 -3.33734
C -2.57685 -2.91790 0.14874
H -4.26079 -2.25313 -4.50437
H -3.17080 -1.18175 -5.39528
H -4.52938 -0.51889 -4.47699
H -3.67877 -2.91670 -2.32326
H -1.60800 0.04135 -4.24692
H -3.35768 -2.88420 0.91702
H -1.62435 -2.85616 0.68568
H -2.61687 -3.88683 -0.35012

Output
- frontier orbital gap (spin up / spin down) (eV) = 5.1 / 5.3
- net charge = -1
- LUMO energy (spin up / spin down) (hartree) = 0.085 / 0.085
- spin multiplicity = 6
- relative energy (zero: lowest compared OMol25 entry of this formula, charge and spin) (kJ/mol) = 191.3
- <S²> = 9.124

Atomic partial charges in e from the Löwdin method, atoms 1 to 8: Mn 0.856; C -0.106; O -0.096; C -0.290; C -0.008; C -0.021; C -0.155; C -0.034

3.
ORCA calculation (ωB97M-V/def2-TZVPD) on a molecular structure, C39H42BBr2CdN13OS2.

CARTESIAN COORDINATES (ANGSTROEM)
Cd -0.24926 0.38069 0.85279
C 1.98611 0.78107 -2.97679
C 0.71162 1.54146 -2.83710
C 0.32404 2.63017 -3.62414
C -0.88377 3.03580 -3.09551
C -1.71979 4.18290 -3.54108
N -1.17070 2.21526 -2.06375
N -0.20875 1.29629 -1.91391
B -2.44056 2.24973 -1.20683
N -3.09072 0.85558 -1.22209
N -2.59654 -0.19821 -0.56605
C -3.48209 -1.18034 -0.65903
C -3.31542 -2.48653 0.02982
C -4.57780 -0.75834 -1.42397
C -4.28799 0.54789 -1.76449
C -5.11307 1.48447 -2.57891
N -2.21238 2.67712 0.25742
N -2.10721 1.76046 1.22730
C -2.32806 2.35702 2.39144
C -2.41539 1.56277 3.65007
C -2.56608 3.71820 2.17475
C -2.47682 3.88175 0.80279
C -2.61843 5.15567 0.04630
H 2.77407 1.45779 -3.31199
H 1.89504 -0.02315 -3.71425
H 2.26526 0.35690 -2.01566
H 0.85825 3.07121 -4.44421
H -1.35064 4.54118 -4.50041
H -1.64963 4.99320 -2.81744
H -2.76458 3.89590 -3.64473
H -3.20884 3.02206 -1.68440
H -2.71199 -3.17558 -0.56164
H -4.28771 -2.94558 0.20100
H -2.80984 -2.32594 0.97851
H -5.46174 -1.31125 -1.68011
H -6.00784 0.97586 -2.93588
H -4.54358 1.83853 -3.43725
H -5.41133 2.34817 -1.98535
H -2.31596 0.50549 3.40117
H -3.38106 1.72766 4.13494
H -1.62303 1.83590 4.34679
H -2.78054 4.47552 2.90805
H -2.99179 5.92363 0.72221
H -3.31186 5.04753 -0.78730
H -1.65209 5.47694 -0.34542
C 3.08647 -1.77969 1.93143
C 3.56200 -0.61418 1.12066
C 4.92157 -0.49459 0.77678
C 5.35219 0.60335 0.08590
C 4.43374 1.62085 -0.24111
C 4.76230 2.80508 -0.91714
Br 6.56600 3.11182 -1.50757
C 3.83114 3.78563 -1.17144
C 2.53603 3.59446 -0.74616
Br 1.25567 4.96907 -1.03023
C 2.05939 2.44337 -0.07396
O 0.87358 2.36023 0.30836
C 3.07554 1.41288 0.14423
N 2.68481 0.29621 0.76583
H 3.80530 -2.02673 2.71265
H 2.95317 -2.66325 1.30673
H 2.13111 -1.53169 2.38460
H 5.61313 -1.27517 1.05691
H 6.39257 0.70918 -0.19755
H 4.10912 4.70070 -1.67999
S 0.86443 1.00248 3.16140
C 0.49232 -0.31920 4.19109
C 0.87483 -0.20393 5.52726
C 0.59526 -1.17540 6.48037
C 0.94188 -0.95257 7.81877
N 1.20800 -0.72721 8.91829
C -0.08362 -2.35256 6.07992
C -0.45371 -2.48793 4.74205
C -0.18190 -1.51495 3.78545
S -0.66508 -1.85517 2.15820
C -0.37550 -3.36231 7.00141
N -0.60450 -4.20760 7.75212
H 1.39652 0.69546 5.81826
H -0.96963 -3.38629 4.42967
C 0.45830 -3.68292 -0.38307
N 0.55225 -4.88226 -1.22391
C 1.91898 -4.97417 -1.71674
N 2.31571 -3.80433 -2.49328
C 2.18261 -2.63522 -1.61532
N 0.83154 -2.48210 -1.11125
C -0.07194 -2.33677 -2.24214
N -0.00661 -3.50353 -3.13791
C -0.33656 -4.69407 -2.36217
C 1.36899 -3.64477 -3.59242
H 1.10821 -3.81392 0.48245
H -0.56621 -3.57521 -0.03098
H 2.01589 -5.87135 -2.34244
H 2.59045 -5.05523 -0.85612
H 2.45997 -1.75000 -2.18730
H 2.87999 -2.75018 -0.78173
H 0.19189 -1.43837 -2.80197
H -1.09109 -2.22336 -1.87267
H -0.26238 -5.57612 -3.01222
H -1.36146 -4.60252 -1.99402
H 1.64708 -2.75721 -4.16764
H 1.44079 -4.52964 -4.23603

Output
- frontier orbital gap (eV) = 5.7
- net charge = -2
- LUMO energy (hartree) = 0.138
- relative energy (zero: lowest compared OMol25 entry of this formula, charge and spin) (kJ/mol) = 25.7

Atomic partial charges in e from the Löwdin method, atoms 1 to 8: Cd 1.238; C -0.034; C -0.363; C -0.025; C -0.320; C -0.038; N 0.024; N 0.094